# 1
ORCA calculation (ωB97M-V/def2-TZVPD) on an isolated molecule of C17H16N4O3S at a distorted geometry.

Calculated values
**Orbital gap**: 0.3025 Eh
**Max |F|**: 1.42 eV/Å
**HOMO level**: -8.385 eV

The geometry in ORCA input format:
```
! wB97M-V def2-TZVPD RIJCOSX def2/J DEFGRID3
* xyz 0 1
C 0.149 1.481 3.948
C 0.533 0.015 4.087
O 1.774 -0.266 3.428
C 1.737 -0.439 2.114
O 0.736 -0.406 1.449
C 3.143 -0.673 1.581
C 3.158 -1.500 0.311
O 3.632 -2.604 0.272
C 2.505 -0.885 -0.900
S 2.759 0.909 -1.062
C 1.114 1.514 -0.981
C 0.940 2.923 -0.851
C -0.323 3.425 -0.791
C -1.392 2.510 -0.854
N -2.699 2.657 -0.841
N -3.244 1.456 -0.943
C -2.302 0.534 -1.013
C -2.533 -0.892 -1.121
C -1.600 -1.813 -0.651
C -1.850 -3.167 -0.775
C -3.025 -3.611 -1.359
C -3.964 -2.696 -1.808
C -3.724 -1.341 -1.690
N -1.088 1.154 -0.965
N 0.139 0.659 -1.051
H -0.036 1.724 2.905
H 0.947 2.117 4.324
H -0.756 1.674 4.516
H 0.706 -0.251 5.131
H -0.247 -0.624 3.661
H 3.733 -1.168 2.353
H 3.576 0.309 1.375
H 1.419 -1.000 -0.815
H 2.858 -1.379 -1.806
H 1.815 3.550 -0.807
H -0.536 4.477 -0.698
H -0.704 -1.467 -0.163
H -1.125 -3.880 -0.409
H -3.213 -4.670 -1.456
H -4.886 -3.042 -2.252
H -4.444 -0.613 -2.031
*
```

Atomic partial charges in e from the Mulliken method, atoms 1 to 2: -0.99 -0.23

=====

# 2
ORCA calculation (ωB97M-V/def2-TZVPD) on a cluster of 6 separate species, C35H79BrClIN2O10PS in total at a distorted geometry.

Calculated values
**Orbital gap**: 0.2904 Eh
**Max |F|**: 9.36 eV/Å
**HOMO level**: -10.891 eV

The geometry in ORCA input format:
```
! wB97M-V def2-TZVPD RIJCOSX def2/J DEFGRID3
* xyz 1 1
C -4.241 3.224 -5.582
C -4.167 1.840 -4.706
C -4.002 2.104 -3.062
N -3.508 0.899 -2.446
C -4.363 -0.302 -2.280
C -5.568 -0.047 -1.226
C -6.915 -1.013 -1.450
C -8.329 -0.121 -1.376
O -9.435 -0.543 -2.052
O -8.474 1.147 -0.644
C -3.352 -1.565 -2.127
Br -4.414 -3.121 -2.737
N -2.458 -1.712 -0.904
C -1.204 -2.349 -1.395
C -0.151 -3.213 -0.633
P 0.238 -3.387 1.157
O 0.814 -4.884 1.407
O -0.881 -3.161 2.416
C -0.935 -4.297 3.383
C -1.993 -3.892 4.609
O 1.677 -2.415 1.550
C 2.043 -2.576 2.963
C 3.633 -2.069 3.072
C -3.175 -2.356 0.241
C -3.387 -3.894 0.492
C -2.855 -5.094 -0.420
I -5.599 -4.320 0.662
C -2.161 -0.249 -0.478
C -0.973 -0.008 0.582
Cl -1.405 1.546 1.596
C 0.549 0.228 0.120
C 1.368 0.746 1.493
C -2.273 0.917 -1.605
C -1.068 1.158 -2.667
S -0.448 2.960 -2.474
C -0.845 3.964 -4.000
C -1.509 5.395 -3.469
H -4.483 4.176 -4.941
H -3.208 3.307 -6.172
H -5.068 3.113 -6.433
H -5.182 1.254 -4.916
H -3.275 1.160 -5.053
H -3.277 3.039 -2.995
H -5.067 2.531 -2.733
H -4.908 -0.472 -3.341
H -5.288 -0.024 -0.091
H -5.996 1.047 -1.450
H -6.873 -1.397 -2.580
H -6.932 -1.938 -0.734
H -8.638 1.012 0.335
H -2.619 -1.369 -3.059
H -1.550 -3.034 -2.322
H -0.626 -1.472 -1.971
H 0.919 -2.945 -1.118
H -0.253 -4.349 -1.019
H -1.297 -5.303 2.881
H 0.089 -4.516 3.907
H -1.921 -4.694 5.482
H -1.612 -2.870 5.086
H -3.096 -3.740 4.233
H 2.046 -3.676 3.360
H 1.453 -1.864 3.704
H 4.212 -2.717 2.253
H 3.698 -0.956 2.695
H 4.082 -2.237 4.139
H -4.292 -1.924 0.183
H -2.831 -1.889 1.290
H -3.086 -4.176 1.617
H -3.689 -5.928 -0.611
H -2.410 -4.848 -1.470
H -1.996 -5.672 0.175
H -3.136 -0.032 0.197
H -0.963 -0.810 1.432
H 1.085 -0.731 -0.347
H 0.764 1.100 -0.634
H 0.959 0.246 2.473
H 1.453 1.914 1.543
H 2.468 0.306 1.347
H -2.360 1.948 -0.997
H -0.104 0.526 -2.555
H -1.438 1.071 -3.785
H 0.193 4.263 -4.490
H -1.552 3.364 -4.722
H -2.086 5.975 -4.329
H -2.283 5.253 -2.598
H -0.677 6.158 -3.083
C -5.905 -1.929 -7.066
C -4.665 -1.086 -6.849
O -4.416 -0.938 -5.458
H -6.773 -1.466 -6.586
H -6.113 -2.049 -8.133
H -5.783 -2.920 -6.617
H -4.799 -0.090 -7.280
H -3.789 -1.549 -7.315
H -4.290 -1.828 -5.087
C 4.428 4.027 2.692
C 3.638 2.978 3.447
O 4.031 1.680 3.026
H 4.266 3.928 1.613
H 4.134 5.034 3.001
H 5.502 3.904 2.865
H 2.568 3.091 3.253
H 3.805 3.063 4.525
H 4.981 1.587 3.210
C 5.731 8.373 4.983
C 4.942 7.324 5.739
O 5.334 6.026 5.318
H 5.570 8.273 3.905
H 5.437 9.380 5.293
H 6.805 8.250 5.157
H 3.871 7.437 5.545
H 5.108 7.409 6.817
H 6.284 5.932 5.502
C 5.868 -0.300 0.522
C 7.108 0.543 0.739
O 7.357 0.691 2.129
H 5.000 0.163 1.002
H 5.660 -0.419 -0.545
H 5.990 -1.291 0.971
H 6.974 1.539 0.308
H 7.984 0.080 0.273
H 7.483 -0.199 2.500
C 9.531 -4.225 3.420
C 8.584 -3.114 3.824
O 8.753 -1.996 2.964
H 10.569 -3.881 3.466
H 9.417 -5.093 4.076
H 9.344 -4.537 2.387
H 8.789 -2.790 4.848
H 7.543 -3.446 3.768
H 8.561 -2.292 2.057
*
```

Atomic partial charges in e from the Mulliken method, atoms 1 to 2: -1.07 0.35

=====

# 3
ORCA calculation (ωB97M-V/def2-TZVPD) on a structure of composition C19H43AlOP3S at a distorted geometry.

Calculated values
**Orbital gap (alpha / beta)**: 0.2127 / 0.1801 Eh
**Max |F|**: 2.89 eV/Å
**HOMO level (alpha / beta)**: -17.752 / -17.291 eV

The geometry in ORCA input format:
```
! wB97M-V def2-TZVPD RIJCOSX def2/J DEFGRID3
* xyz 3 1
Al -0.711 0.731 -0.169
P -1.762 -1.498 0.733
P 1.266 -1.075 2.427
P 1.092 -1.746 -0.900
H -1.655 4.300 -2.100
C -1.238 3.530 -2.770
C -2.107 2.382 -3.284
H -2.956 2.143 -2.650
C -3.274 -0.928 1.607
C -1.406 -2.962 1.816
C -2.467 -2.360 -0.716
C 2.602 0.185 2.488
C 0.527 -0.740 4.085
C 2.225 -2.599 2.853
C 0.780 -1.836 -2.700
C 1.487 -3.508 -0.575
C 2.818 -1.085 -0.913
H -0.624 3.945 -3.581
H -2.468 2.501 -4.317
H -3.626 0.028 1.194
H -3.069 -0.809 2.683
H -4.051 -1.699 1.467
H -1.322 -2.661 2.868
H -0.488 -3.482 1.516
H -2.250 -3.664 1.723
H -2.642 -1.643 -1.525
H -3.420 -2.808 -0.419
H -1.791 -3.144 -1.075
H 3.285 -0.080 3.307
H 2.175 1.181 2.662
H 3.145 0.191 1.536
H 1.237 -1.077 4.853
H -0.417 -1.285 4.198
H 0.327 0.334 4.199
H 3.258 -2.325 3.108
H 2.231 -3.289 2.002
H 1.754 -3.099 3.710
H 1.424 -2.588 -3.166
H 0.983 -0.860 -3.153
H -0.261 -2.103 -2.894
H 1.666 -4.000 -1.536
H 0.654 -4.010 -0.075
H 2.392 -3.597 0.032
H 3.283 -1.308 -1.885
H 3.405 -1.560 -0.114
H 2.793 0.001 -0.762
C -0.359 2.516 -2.025
C 1.100 2.777 -1.934
C 1.881 2.441 -2.992
C 1.325 1.701 -4.080
C 0.030 1.247 -4.168
C -0.922 1.434 -3.044
O -1.023 2.356 -0.814
H 0.914 1.106 -0.263
H 1.478 3.303 -1.049
H 2.946 2.696 -3.043
H 2.012 1.455 -4.904
H -0.292 0.642 -5.046
H -1.267 0.481 -2.588
C -2.288 2.297 2.762
S -0.669 1.765 2.174
C -0.056 3.398 1.703
H -2.685 3.043 2.075
H -2.129 2.744 3.751
H -2.962 1.446 2.845
H -0.574 3.702 0.790
H -0.283 4.076 2.534
H 1.020 3.348 1.523
*
```

Atomic partial charges in e from the Mulliken method, atoms 1 to 2: 0.86 1.50

=====

# 4
ORCA calculation (ωB97M-V/def2-TZVPD) on a cluster of 7 separate species, C11H32BBr2F3N3O8 in total at a distorted geometry.

Calculated values
**Orbital gap**: 0.3081 Eh
**Max |F|**: 2.22 eV/Å
**HOMO level**: -12.448 eV

The geometry in ORCA input format:
```
! wB97M-V def2-TZVPD RIJCOSX def2/J DEFGRID3
* xyz 1 1
C 2.044 -4.239 2.138
B 0.826 -3.258 2.172
O 0.472 -2.658 3.323
N 0.074 -3.055 0.857
C 0.025 -1.974 0.155
N -0.629 -2.010 -1.015
C -0.963 -0.717 -1.667
C -0.210 0.487 -1.131
C -0.966 1.762 -1.582
C -0.276 2.434 -2.763
C 1.040 3.072 -2.349
Br 1.410 4.662 -3.415
C -0.014 0.419 0.371
C -1.333 0.474 1.111
C -1.144 0.755 2.616
O -1.322 -0.389 3.397
C -2.261 1.729 3.035
F -2.321 1.805 4.332
F -3.431 1.220 2.660
F -2.135 2.913 2.529
N 0.693 -0.862 0.674
Br 2.481 -0.814 0.122
H 2.566 -4.264 3.074
H 2.713 -4.024 1.308
H 1.652 -5.245 1.951
H 0.640 -1.701 3.263
H -0.417 -3.862 0.485
H -0.237 -2.689 -1.654
H -0.697 -0.810 -2.709
H -2.037 -0.584 -1.663
H 0.731 0.535 -1.665
H -1.055 2.464 -0.759
H -1.982 1.518 -1.875
H -0.925 3.230 -3.108
H -0.122 1.697 -3.545
H 1.878 2.412 -2.507
H 1.051 3.357 -1.304
H 0.601 1.237 0.727
H -1.965 1.258 0.721
H -1.907 -0.446 1.004
H -0.175 1.189 2.825
H -2.064 -0.892 3.029
O 3.799 2.143 -3.834
H 4.428 1.934 -4.534
H 3.746 3.106 -3.844
O 4.724 -4.683 3.259
H 5.375 -5.087 3.844
H 5.210 -4.528 2.440
O 0.960 1.497 4.790
H 0.003 1.611 4.821
H 1.288 2.150 5.420
O -2.431 -0.272 -4.501
H -3.279 0.186 -4.472
H -2.610 -1.057 -5.032
O 0.729 3.495 -6.546
H -0.217 3.659 -6.615
H 1.038 4.142 -5.897
O -4.033 -1.559 2.303
H -4.158 -0.870 2.967
H -4.885 -2.007 2.264
*
```

Atomic partial charges in e from the Mulliken method, atoms 1 to 2: -0.89 0.41

=====

# 5
ORCA calculation (ωB97M-V/def2-TZVPD) on the ion C5H8F2I2N with charge +1 at a distorted geometry.

Calculated values
**Orbital gap**: 0.3451 Eh
**Max |F|**: 3.29 eV/Å
**HOMO level**: -13.127 eV

The geometry in ORCA input format:
```
! wB97M-V def2-TZVPD RIJCOSX def2/J DEFGRID3
* xyz 1 1
C 1.133 0.122 -0.007
N -0.233 -0.152 0.402
C -0.975 -1.004 -0.532
C -2.515 -0.556 -0.575
F -2.937 -0.232 -1.829
I -3.969 -2.112 0.096
C -2.541 0.668 0.484
F -2.848 0.143 1.738
I -3.871 2.167 -0.116
C -1.037 1.100 0.604
H 0.967 0.643 -0.917
H 1.608 0.768 0.668
H 1.722 -0.889 -0.047
H -0.093 -0.798 1.256
H -0.873 -2.072 -0.273
H -0.599 -0.713 -1.541
H -0.774 1.953 -0.104
H -0.926 1.455 1.679
*
```

Atomic partial charges in e from the Mulliken method, atoms 1 to 2: -1.00 -0.06

=====

# 6
ORCA calculation (ωB97M-V/def2-TZVPD) on a structure of composition C18H17N5O4S2Yb at a distorted geometry.

Calculated values
**Orbital gap (alpha / beta)**: 0.2852 / 0.2851 Eh
**Max |F|**: 1.71 eV/Å
**HOMO level (alpha / beta)**: -11.781 / -11.780 eV
**<S²>**: 0.751

The geometry in ORCA input format:
```
! wB97M-V def2-TZVPD RIJCOSX def2/J DEFGRID3
* xyz 1 2
Yb 14.769 12.009 5.591
C 17.804 9.814 9.303
S 18.180 9.899 7.552
C 17.306 11.269 7.037
S 17.313 11.485 5.250
N 16.654 11.986 7.921
N 15.871 12.937 7.352
C 15.568 14.024 7.890
C 14.599 14.882 7.176
C 14.205 16.115 7.676
C 13.296 16.880 6.939
C 12.784 16.375 5.766
C 13.214 15.123 5.337
N 14.099 14.385 6.022
H 18.436 9.038 9.715
H 16.744 9.568 9.447
H 18.022 10.777 9.761
H 15.930 14.378 8.849
H 14.606 16.516 8.597
H 12.972 17.843 7.311
H 12.055 16.917 5.166
H 12.846 14.676 4.401
O 12.753 11.685 6.620
C 12.182 11.860 5.516
O 12.844 11.936 4.426
C 10.776 12.085 5.479
C 10.221 12.297 4.234
C 8.880 12.638 4.189
C 8.193 12.684 5.386
C 8.748 12.411 6.619
C 10.101 12.120 6.678
N 6.766 13.013 5.337
O 6.295 13.312 4.263
O 6.147 12.987 6.376
H 10.844 12.216 3.353
H 8.382 12.832 3.240
H 8.147 12.465 7.507
H 10.620 11.951 7.605
C 16.892 6.964 5.398
C 15.397 7.143 5.742
C 15.019 8.537 5.842
N 14.757 9.657 5.852
H 17.092 5.921 5.190
H 17.512 7.276 6.229
H 17.168 7.557 4.527
H 15.146 6.649 6.677
H 14.742 6.721 4.966
*
```

Atomic partial charges in e from the Mulliken method, atoms 1 to 2: 0.98 -0.85

=====

# 7
ORCA calculation (ωB97M-V/def2-TZVPD) on a structure of composition C22H25N4O7Sn.

Calculated values
**Orbital gap**: 0.3267 Eh
**Max |F|**: 0.73 eV/Å
**HOMO level**: -11.471 eV

The geometry in ORCA input format:
```
! wB97M-V def2-TZVPD RIJCOSX def2/J DEFGRID3
* xyz 1 1
Sn 0.517 0.426 -0.694
O -2.052 -0.055 -4.349
C -1.801 -1.270 -5.033
N -2.699 -2.337 -4.679
C -2.494 -3.335 -3.764
O -3.202 -4.315 -3.713
C -1.337 -3.204 -2.810
C -0.577 -4.332 -2.531
C 0.443 -4.248 -1.600
C 0.653 -3.042 -0.957
N -0.090 -1.959 -1.204
C -1.062 -2.036 -2.119
H -2.882 0.317 -4.666
H -0.782 -1.546 -4.776
H -1.857 -1.125 -6.111
H -3.495 -2.510 -5.276
H -0.800 -5.262 -3.039
H 1.059 -5.104 -1.364
H 1.430 -2.931 -0.211
H -1.635 -1.133 -2.300
C -0.795 0.520 3.252
C -1.789 0.592 2.115
O -1.329 -0.081 0.916
H -1.092 1.205 4.048
H 0.204 0.788 2.914
H -0.749 -0.485 3.676
H -1.979 1.619 1.812
H -2.744 0.148 2.397
H -1.061 -0.977 1.159
O 5.368 -0.067 -0.095
C 5.064 -0.909 0.916
C 6.064 -1.535 1.656
C 5.740 -2.378 2.701
C 4.410 -2.610 3.042
C 3.419 -1.986 2.316
C 3.721 -1.140 1.242
C 2.604 -0.535 0.496
O 2.737 0.033 -0.618
O 1.414 -0.591 0.992
H 6.326 -0.016 -0.190
H 7.103 -1.352 1.403
H 6.534 -2.856 3.260
H 4.158 -3.267 3.862
H 2.377 -2.140 2.564
N -2.338 5.195 0.874
C -1.226 5.436 1.610
O -1.091 6.428 2.290
C -0.124 4.403 1.569
C 0.931 4.565 2.457
C 1.976 3.658 2.450
C 1.929 2.604 1.557
N 0.916 2.439 0.701
C -0.081 3.325 0.703
H -3.067 5.889 0.896
H -2.483 4.365 0.332
H 0.910 5.413 3.129
H 2.815 3.762 3.123
H 2.726 1.872 1.510
H -0.853 3.148 -0.040
*
```

Atomic partial charges in e from the Mulliken method, atoms 1 to 2: 1.00 -0.46

=====

# 8
ORCA calculation (ωB97M-V/def2-TZVPD) on a cluster of 2 separate species, C3H4N5O2S in total at a distorted geometry.

Calculated values
**Orbital gap**: 0.3449 Eh
**Max |F|**: 2.78 eV/Å
**HOMO level**: -14.245 eV

The geometry in ORCA input format:
```
! wB97M-V def2-TZVPD RIJCOSX def2/J DEFGRID3
* xyz 1 1
C -0.112 1.114 0.664
C -1.229 0.341 0.479
C 0.763 -0.980 0.446
N 0.820 0.951 -3.365
N 0.789 0.603 -2.324
N 1.006 0.329 0.686
N 1.672 -1.961 0.201
N -2.610 0.876 0.380
O -2.703 2.019 0.712
O -3.422 0.073 0.049
S -0.882 -1.269 0.164
H 0.070 2.197 0.822
H 1.926 0.730 0.700
H 2.483 -2.239 0.735
H 1.430 -2.786 -0.350
*
```

Atomic partial charges in e from the Mulliken method, atoms 1 to 2: -0.58 0.39

=====

# 9
ORCA calculation (ωB97M-V/def2-TZVPD) on an isolated molecule of C4H4NP at a distorted geometry.

Calculated values
**Orbital gap (alpha / beta)**: 0.2682 / 0.2639 Eh
**Max |F|**: 3.14 eV/Å
**HOMO level (alpha / beta)**: -6.743 / -8.971 eV
**<S²>**: 2.031

The geometry in ORCA input format:
```
! wB97M-V def2-TZVPD RIJCOSX def2/J DEFGRID3
* xyz 0 3
C -1.092 -2.265 -1.541
C -0.548 -1.221 -0.897
C 0.066 -0.118 -0.582
C -1.574 -2.007 -0.108
N 0.853 0.768 -0.391
P 1.056 2.419 -0.295
H -2.396 -1.341 0.251
H -1.267 -2.566 0.730
H 2.341 2.138 -0.296
H 1.337 2.513 1.120
*
```

Atomic partial charges in e from the Mulliken method, atoms 1 to 2: -0.75 0.15

=====

# 10
ORCA calculation (ωB97M-V/def2-TZVPD) on a cluster of 2 separate species, C3H10N3 in total at a distorted geometry.

Calculated values
**Orbital gap**: 0.2958 Eh
**Max |F|**: 5.85 eV/Å
**HOMO level**: -13.258 eV

The geometry in ORCA input format:
```
! wB97M-V def2-TZVPD RIJCOSX def2/J DEFGRID3
* xyz 1 1
C -0.583 -0.702 -0.297
C -2.902 -0.203 0.336
C 2.268 1.580 0.054
N 0.311 0.006 0.223
N -0.535 -1.570 -1.293
N 1.730 0.162 -0.076
H -2.850 -1.301 0.564
H -3.086 0.109 -0.670
H -2.744 0.436 1.130
H 2.199 2.191 -0.833
H 1.668 1.953 0.830
H 3.385 1.497 0.472
H 0.112 0.723 0.998
H -1.466 -2.036 -1.432
H 0.349 -2.111 -1.450
H 1.870 -0.228 -0.997
*
```

Atomic partial charges in e from the Mulliken method, atoms 1 to 2: 0.17 -0.68

=====

# 11
ORCA calculation (ωB97M-V/def2-TZVPD) on an isolated molecule of C3H4Br2O at a distorted geometry.

Calculated values
**Orbital gap**: 0.3663 Eh
**Max |F|**: 3.20 eV/Å
**HOMO level**: -9.747 eV

The geometry in ORCA input format:
```
! wB97M-V def2-TZVPD RIJCOSX def2/J DEFGRID3
* xyz 0 1
C -0.186 -1.100 -0.018
C 0.485 0.123 0.530
Br -0.428 0.910 2.090
Br 2.409 -0.142 0.809
C -0.086 1.332 -0.722
O 0.305 2.199 -1.460
H -1.090 -1.390 0.472
H 0.319 -2.051 -0.046
H -0.489 -0.910 -1.067
H -1.238 1.030 -0.589
*
```

Atomic partial charges in e from the Mulliken method, atoms 1 to 2: -1.16 0.33